Record 1
10
Properties=species:S:1:pos:R:3 method="wB97M-V/def2-TZVPD" lumo_ev=-0.29 relative_energy_kj_mol=153.2 smiles="N#C[C@H](N)C(=O)I" homo_energy_ev=-9.801 homo_lumo_gap_ev=9.5154 total_charge=0
C -0.680 -1.067 -1.071
N 0.918 0.567 -0.729
O 0.723 1.231 1.895
H 0.804 1.518 -0.960
C -0.202 -0.053 -0.029
C 0.237 0.209 1.563
H -1.233 0.504 0.131
N -1.017 -1.642 -2.011
I -0.783 -1.248 2.761
H 1.234 -0.020 -1.549

---

Record 2
10
Properties=species:S:1:pos:R:3 method="wB97M-V/def2-TZVPD" lumo_ev=0.05 relative_energy_kj_mol=210.4 smiles=INc1ccon1 homo_energy_ev=-8.980 homo_lumo_gap_ev=9.0276 total_charge=0
N -1.866 -0.101 -1.627
C 0.182 0.565 1.432
N -1.642 1.398 0.441
C -1.166 0.393 -0.233
H 0.962 0.402 2.170
O -0.779 1.508 1.519
H 0.666 -0.964 -0.097
H -1.237 0.071 -2.383
C 0.021 -0.143 0.302
I -3.487 1.026 -2.021

---

Record 3
8
Properties=species:S:1:pos:R:3 method="wB97M-V/def2-TZVPD" lumo_ev=-0.66 relative_energy_kj_mol=49.8 smiles="C=C(I)C=O" homo_energy_ev=-9.251 homo_lumo_gap_ev=8.5885 total_charge=0
H 0.328 -2.067 -0.304
C -0.057 1.281 0.098
H 0.867 1.666 0.578
O -0.966 2.020 -0.221
C -0.137 -0.123 0.068
I -2.435 -0.559 -0.018
C 0.676 -1.113 -0.126
H 1.724 -1.106 -0.076

---

Record 4
9
Properties=species:S:1:pos:R:3 method="wB97M-V/def2-TZVPD" lumo_ev="-0.59 / -0.59" relative_energy_kj_mol=701.3 homo_energy_ev="-9.286 / -9.290" homo_lumo_gap_ev="8.6946 / 8.6992" total_charge=0
C 0.082 -1.575 1.030
C -0.242 1.213 -0.120
I -0.143 1.904 1.813
C 0.015 -1.352 -0.177
H 0.079 -1.425 2.004
O 0.741 1.361 -0.883
H 0.062 -1.548 -1.198
H -1.174 0.569 -0.337
O 0.579 0.853 -2.133

---

Record 5
9
Properties=species:S:1:pos:R:3 method="wB97M-V/def2-TZVPD" lumo_ev=-0.22 relative_energy_kj_mol=478.3 smiles=C#C[C@@H](I)OO homo_energy_ev=-9.743 homo_lumo_gap_ev=9.5196 total_charge=0
O -0.823 -1.388 -0.366
C -1.148 -0.207 0.307
O 0.519 -1.798 -0.097
C 0.176 2.037 -0.326
H 0.795 2.780 -0.739
I -3.314 0.016 -0.005
C -0.461 1.035 -0.092
H 0.783 -1.844 -0.985
H -1.342 -0.185 1.416

---

Record 6
9
Properties=species:S:1:pos:R:3 method="wB97M-V/def2-TZVPD" lumo_ev=0.02 relative_energy_kj_mol=376.2 smiles="IC1=CCOO1" homo_energy_ev=-8.913 homo_lumo_gap_ev=8.9372 total_charge=0
O -2.247 1.375 0.096
I -3.884 -0.279 -1.502
C -0.081 0.544 0.429
H -0.749 -1.418 -0.825
H 0.265 -0.056 1.207
C -2.012 0.303 -0.620
C -0.844 -0.342 -0.550
H 0.850 0.946 0.125
O -0.919 1.666 0.617

---

Record 7
8
Properties=species:S:1:pos:R:3 method="wB97M-V/def2-TZVPD" lumo_ev="-0.91 / -2.63" relative_energy_kj_mol=231.6 homo_energy_ev="-9.829 / -8.001" homo_lumo_gap_ev="8.9181 / 5.3683" total_charge=0
C 0.306 -2.196 -0.732
S 0.991 2.681 -0.242
H 1.872 3.249 0.575
C -0.157 -1.234 -0.149
I -2.772 0.229 0.161
H 0.776 -2.998 -1.219
C -0.776 -0.209 0.489
H -0.240 0.479 1.117

---

Record 8
12
Properties=species:S:1:pos:R:3 method="wB97M-V/def2-TZVPD" lumo_ev=-2.06 homo_energy_ev=-7.932 homo_lumo_gap_ev=5.8701 total_charge=0
O 2.641 0.466 0.560
C 0.686 -0.688 -0.487
O -3.595 -0.506 1.021
O 0.419 0.521 -0.886
Mg -0.947 2.038 -0.615
H 2.680 -1.332 -0.482
In 1.649 1.994 -0.031
C 2.043 -0.729 0.209
O -2.541 0.970 -0.258
H -2.109 -1.107 -0.235
C -2.806 -0.228 0.121
H 1.879 -1.400 1.085